No. 1
Molecular formula: C24H23Cl3N7O3Ru
Method: DFT, ωB97M-V with the def2-TZVPD basis set

Structure (ORCA input):
```
! wB97M-V def2-TZVPD RIJCOSX def2/J DEFGRID3
* xyz 0 2
Ru -0.067 -0.252 -0.810
O -0.279 0.000 -2.748
C -1.436 0.262 -3.325
C -1.412 0.417 -4.725
C -2.552 0.679 -5.449
C -3.788 0.799 -4.812
C -3.837 0.655 -3.445
C -2.694 0.389 -2.673
C -2.905 0.297 -1.240
N -1.975 0.071 -0.395
N -2.306 -0.032 0.954
C -1.274 -0.423 1.650
O -0.096 -0.709 1.176
C -1.449 -0.558 3.120
C -0.323 -0.590 3.935
C -0.461 -0.702 5.310
C -1.725 -0.793 5.877
C -2.851 -0.763 5.064
C -2.716 -0.641 3.691
H -0.449 0.329 -5.209
H -2.484 0.796 -6.524
H -4.686 1.009 -5.377
H -4.785 0.757 -2.928
H -3.913 0.427 -0.853
H 0.654 -0.512 3.477
H 0.418 -0.714 5.942
H -1.833 -0.882 6.950
H -3.838 -0.831 5.504
H -3.584 -0.603 3.047
Cl 1.033 7.312 0.678
C 0.895 5.600 0.389
C -0.089 5.123 -0.452
C -0.199 3.760 -0.677
Cl -1.429 3.194 -1.752
C 0.660 2.820 -0.079
O 0.636 1.538 -0.245
C 1.651 3.378 0.762
Cl 2.774 2.282 1.521
C 1.779 4.729 1.004
H -0.777 5.799 -0.939
H 2.556 5.095 1.659
C 4.093 -2.846 0.899
N 3.804 -2.045 -0.291
C 4.681 -0.889 -0.417
C 2.484 -1.828 -0.631
N 1.974 -0.710 -0.953
N 1.741 -3.016 -0.689
C 0.394 -3.205 -0.916
N 0.064 -4.536 -1.010
N -0.456 -2.258 -1.064
H 5.123 -3.194 0.844
H 3.442 -3.713 0.966
H 3.965 -2.257 1.813
H 5.706 -1.222 -0.267
H 4.454 -0.109 0.319
H 4.600 -0.469 -1.418
H 2.546 0.105 -0.753
H 2.306 -3.833 -0.850
H 0.576 -5.177 -0.425
H -0.921 -4.739 -1.060
H -1.417 -2.570 -1.145
*
```

**Energy above the lowest of the compared OMol25 structures with the same formula, charge and spin**: 0.0000 eV
**HOMO (alpha / beta)**: -7.19 / -7.17 eV
**E_LUMO (alpha / beta)**: -0.171 / -0.442 eV
**Orbital gap (alpha / beta)**: 7.0 / 6.7 eV

---

No. 2
Molecular formula: C24H23FN4O4
Method: DFT, ωB97M-V with the def2-TZVPD basis set

Structure (ORCA input):
```
! wB97M-V def2-TZVPD RIJCOSX def2/J DEFGRID3
* xyz 0 1
N 4.317 -3.458 0.595
C 3.728 -2.571 1.422
O 4.316 -2.012 2.323
C 2.250 -2.323 1.140
C 2.117 -1.413 -0.102
N 3.163 -0.408 -0.099
C 4.285 -0.558 -0.846
O 4.400 -1.430 -1.687
C 5.343 0.452 -0.566
C 6.011 1.046 -1.631
C 7.010 1.972 -1.392
C 7.360 2.293 -0.091
C 6.717 1.681 0.972
C 5.706 0.764 0.740
C 0.752 -0.779 -0.165
C 0.353 0.170 0.787
C -0.885 0.752 0.739
C -1.824 0.426 -0.265
N -3.028 1.010 -0.312
C -3.542 1.976 0.624
C -4.945 2.407 0.183
C -5.904 1.249 0.234
C -6.471 0.872 1.446
C -7.324 -0.213 1.525
C -7.602 -0.923 0.371
F -8.433 -1.983 0.441
C -7.055 -0.573 -0.849
C -6.206 0.518 -0.909
C -1.419 -0.546 -1.219
N -2.258 -0.986 -2.268
O -1.859 -1.871 -3.001
O -3.365 -0.464 -2.409
C -0.144 -1.120 -1.150
H 5.319 -3.556 0.651
H 3.884 -3.725 -0.272
H 1.725 -3.263 0.970
H 1.822 -1.829 2.013
H 2.289 -2.000 -1.011
H 3.165 0.267 0.650
H 5.734 0.775 -2.638
H 7.520 2.440 -2.221
H 8.144 3.013 0.095
H 7.005 1.915 1.986
H 5.237 0.258 1.573
H 1.031 0.452 1.579
H -1.158 1.480 1.485
H -3.654 0.685 -1.045
H -3.592 1.541 1.632
H -2.883 2.852 0.658
H -4.890 2.806 -0.831
H -5.286 3.203 0.848
H -6.248 1.436 2.340
H -7.772 -0.511 2.460
H -7.289 -1.147 -1.730
H -5.782 0.796 -1.862
H 0.116 -1.845 -1.906
*
```

**Energy above the lowest of the compared OMol25 structures with the same formula, charge and spin**: 0.0782 eV
**HOMO**: -8.42 eV
**E_LUMO**: -0.584 eV
**Orbital gap**: 7.8 eV
**Structure (SMILES)**: NC(=O)C[C@H](NC(=O)c1ccccc1)c1ccc(NCCc2ccc(F)cc2)c([N+](=O)[O-])c1

---

No. 3
Molecular formula: C24H23INO2PtS
Method: DFT, ωB97M-V with the def2-TZVPD basis set

Structure (ORCA input):
```
! wB97M-V def2-TZVPD RIJCOSX def2/J DEFGRID3
* xyz 1 1
Pt 0.398 -0.437 -0.739
C -1.962 -1.158 3.771
C -1.203 -0.044 3.037
C -0.934 1.127 3.975
C 0.048 -0.611 2.403
C -0.089 -1.434 1.243
C 1.036 -2.075 0.679
C 2.331 -1.893 1.247
C 3.508 -2.608 0.650
C 2.430 -1.090 2.350
C 1.302 -0.455 2.923
H -2.899 -0.774 4.176
H -1.364 -1.540 4.599
H -2.200 -1.995 3.113
H -1.840 0.313 2.221
H -0.400 0.802 4.871
H -1.878 1.561 4.304
H -0.351 1.912 3.491
H -1.084 -1.772 0.971
H 0.892 -2.887 -0.026
H 3.665 -2.312 -0.390
H 3.347 -3.687 0.653
H 4.420 -2.402 1.207
H 3.398 -0.951 2.819
H 1.448 0.148 3.810
S 3.016 2.709 1.164
C 2.551 1.286 0.355
N 1.271 1.133 0.175
C 0.545 2.217 0.671
C -0.836 2.393 0.592
C -1.375 3.535 1.141
C -0.563 4.494 1.764
C 0.804 4.334 1.834
C 1.352 3.182 1.271
H 3.274 0.559 0.021
H -1.456 1.652 0.103
H -2.443 3.698 1.090
H -1.016 5.378 2.189
H 1.431 5.079 2.304
I -2.733 -1.913 -8.737
C -1.987 -1.557 -6.830
C -2.074 -2.553 -5.863
C -1.577 -2.315 -4.596
C -0.996 -1.084 -4.301
C -0.911 -0.089 -5.273
C -1.407 -0.326 -6.541
C -0.472 -0.834 -2.964
O 0.070 0.281 -2.633
O -0.520 -1.712 -2.029
H -2.527 -3.505 -6.102
H -1.637 -3.078 -3.832
H -0.456 0.861 -5.030
H -1.345 0.439 -7.302
*
```

**HOMO**: -11.15 eV
**E_LUMO**: -3.319 eV
**Orbital gap**: 7.8 eV

---

No. 4
Molecular formula: C24H23N4O3SeV
Method: DFT, ωB97M-V with the def2-TZVPD basis set

Structure (ORCA input):
```
! wB97M-V def2-TZVPD RIJCOSX def2/J DEFGRID3
* xyz 1 2
V 0.000 0.005 0.211
C -2.581 1.049 -2.564
C -3.020 -0.136 -1.757
C -3.742 -1.068 -2.465
C -4.257 -2.158 -1.771
C -4.072 -2.246 -0.383
C -3.324 -1.303 0.324
C -3.278 -1.393 1.790
C -2.714 -0.286 -0.405
N -1.835 0.614 0.224
C -2.245 1.907 0.355
O -3.373 2.291 0.385
C -1.067 2.810 0.495
C -1.048 4.175 0.684
C 0.178 4.792 0.877
C 1.324 3.992 0.892
C 1.214 2.615 0.774
N 0.040 2.068 0.474
C 2.297 1.607 0.799
O 3.393 1.913 1.059
N 1.835 0.375 0.427
C 2.734 -0.676 0.123
C 3.053 -1.640 1.161
C 2.406 -1.658 2.542
C 3.947 -2.667 0.827
C 4.599 -2.662 -0.467
C 4.235 -1.693 -1.416
C 3.385 -0.646 -1.114
C 3.164 0.497 -2.027
H -1.947 0.810 -3.442
H -2.024 1.843 -2.047
H -3.487 1.512 -3.008
H -3.966 -0.984 -3.468
H -4.827 -2.894 -2.301
H -4.547 -3.015 0.263
H -4.122 -2.035 2.130
H -3.340 -0.449 2.321
H -2.516 -2.053 2.161
H -2.028 4.652 0.738
H 0.179 5.902 0.994
H 2.310 4.412 1.139
H 2.142 -0.655 2.897
H 3.164 -2.077 3.217
H 1.558 -2.330 2.556
H 4.255 -3.423 1.514
H 5.218 -3.486 -0.749
H 4.691 -1.681 -2.397
H 2.856 0.248 -3.015
H 4.091 1.063 -2.168
H 2.383 1.133 -1.637
Se 0.191 -0.716 -2.259
C 0.016 -2.019 -0.935
N -0.105 -2.396 0.175
O -0.416 -0.265 2.222
H 0.284 -0.813 2.628
H -1.261 -0.761 2.414
*
```

**HOMO (alpha / beta)**: -11.65 / -11.67 eV
**E_LUMO (alpha / beta)**: -5.186 / -4.469 eV
**Orbital gap (alpha / beta)**: 6.5 / 7.2 eV

---

No. 5
Molecular formula: C24H23N5O3S
Method: DFT, ωB97M-V with the def2-TZVPD basis set

Structure (ORCA input):
```
! wB97M-V def2-TZVPD RIJCOSX def2/J DEFGRID3
* xyz 0 1
C 5.931 1.151 1.593
N 5.017 1.479 2.667
S 4.876 0.311 3.877
O 4.556 1.010 5.087
O 6.040 -0.535 3.866
C 3.459 -0.645 3.340
C 2.758 -0.247 2.223
C 1.667 -0.995 1.783
C 0.896 -0.594 0.600
N -0.406 -0.666 0.714
N -1.210 -0.255 -0.234
C -0.751 0.284 -1.346
N -1.631 0.784 -2.253
C -3.019 0.854 -2.219
C -3.657 1.419 -3.326
C -5.031 1.525 -3.368
C -5.811 1.076 -2.308
C -7.307 1.155 -2.387
C -7.865 0.037 -3.269
N -7.446 -1.196 -2.907
O -8.626 0.228 -4.187
C -5.170 0.516 -1.209
C -3.793 0.401 -1.154
C 0.664 0.326 -1.634
C 1.229 0.755 -2.847
C 2.584 0.693 -3.046
C 3.422 0.168 -2.057
C 2.899 -0.262 -0.866
C 1.520 -0.161 -0.616
C 1.282 -2.112 2.522
C 1.987 -2.488 3.648
C 3.098 -1.767 4.077
C 3.875 -2.155 5.290
H 5.821 1.881 0.792
H 5.662 0.164 1.224
H 6.973 1.117 1.923
H 5.205 2.372 3.098
H 3.046 0.664 1.723
H -1.224 1.184 -3.086
H -3.067 1.778 -4.159
H -5.509 1.961 -4.233
H -7.627 2.103 -2.820
H -7.750 1.054 -1.395
H -6.743 -1.324 -2.200
H -7.733 -1.989 -3.457
H -5.754 0.171 -0.367
H -3.306 -0.032 -0.298
H 0.605 1.129 -3.647
H 3.008 1.031 -3.980
H 4.483 0.093 -2.243
H 3.538 -0.702 -0.116
H 0.420 -2.674 2.198
H 1.673 -3.355 4.210
H 3.923 -1.314 5.979
H 4.900 -2.397 5.012
H 3.422 -3.009 5.787
*
```

**Energy above the lowest of the compared OMol25 structures with the same formula, charge and spin**: 2.4022 eV
**HOMO**: -7.94 eV
**E_LUMO**: -0.262 eV
**Orbital gap**: 7.7 eV
**Structure (SMILES)**: CNS(=O)(=O)c1cc(-c2nnc(Nc3ccc(CC(N)=O)cc3)c3ccccc23)ccc1C